(1)
A 10-piece molecular cluster, C30H80O30S10 overall at a distorted geometry, computed with wB97M-V/def2-TZVPD.

LUMO energy ... 0.23 eV
Net charge ... 0
Kohn-Sham gap ... 10.75 eV
E_tot ... -7429.9919 Eh
ΔE to the lowest compared entry with this formula, charge and spin ... 78.2 kJ/mol

Last column: Mulliken charge in e.
CARTESIAN COORDINATES (ANGSTROEM)
O -2.9406 5.4089 -2.1353  -0.6904
S -3.0112 4.5072 -1.0450  1.1690
O -2.8438 4.9022 0.3189  -0.5574
O -4.4933 3.9050 -1.1973  -0.4177
C -5.2259 3.5603 -0.0042  0.7817
C -6.2101 2.4151 -0.1666  -1.0963
C -2.0293 3.0344 -1.3422  -0.4121
H -5.5726 4.5012 0.4357  0.0108
H -4.5332 3.2237 0.7953  -0.0463
H -5.6644 1.4767 -0.1378  0.1211
H -6.6758 2.4164 -1.1538  0.3132
H -6.9057 2.5311 0.6585  0.3433
H -2.6174 2.1472 -1.1266  0.0800
H -1.2274 3.0800 -0.6084  0.0988
H -1.6910 3.0804 -2.3667  0.3985
O -6.3315 4.4572 5.1982  -0.6563
S -6.1363 4.8331 3.8504  1.0966
O -6.6154 4.0546 2.7619  -0.5195
O -6.6645 6.3253 3.7286  -0.3420
C -6.8184 6.8747 2.4125  0.2398
C -6.7718 8.3817 2.4984  -1.3400
C -4.3893 5.1279 3.5869  -0.5235
H -7.7838 6.5904 1.9745  0.2845
H -6.0940 6.4060 1.7371  -0.0087
H -7.4908 8.6912 3.2582  0.3186
H -6.9053 8.8298 1.5227  0.3810
H -5.8125 8.7041 2.9199  0.3205
H -4.1020 5.8674 4.3250  0.4160
H -4.1851 5.4042 2.5570  0.1735
H -3.8919 4.1832 3.7982  0.0932
O 1.3320 5.1121 4.9672  -0.6777
S 1.8423 3.7790 4.9879  1.1996
O 2.3142 3.1706 3.7906  -0.5627
O 2.9290 3.7023 6.1495  -0.2287
C 3.8691 4.7930 6.2753  -0.2849
C 4.2267 4.9842 7.7406  -1.1448
C 0.6415 2.7703 5.7914  -0.8584
H 3.6082 5.7111 5.7489  0.4070
H 4.7679 4.4465 5.7456  0.2752
H 3.3938 5.4010 8.3052  0.2948
H 5.0664 5.6803 7.7284  0.3592
H 4.4866 4.0233 8.1761  0.3008
H -0.3391 2.9564 5.3496  0.2268
H 0.6122 3.0289 6.8409  0.3656
H 0.8000 1.7090 5.6068  0.3442
O 2.7156 -1.7658 -5.1144  -0.7930
S 2.0833 -0.6909 -4.4180  0.9568
O 1.4533 -0.8833 -3.1583  -0.0429
O 3.1589 0.4813 -4.1541  0.1238
C 4.2432 0.5567 -5.1338  -0.1778
C 5.0050 1.8467 -4.9073  -1.2919
C 1.0202 0.1483 -5.5613  -1.1849
H 3.8801 0.6371 -6.1649  0.3300
H 4.9102 -0.2981 -5.0534  0.2458
H 5.2235 2.0236 -3.8624  0.2301
H 4.4771 2.7006 -5.3334  0.3132
H 5.8961 1.8046 -5.5432  0.4649
H 1.6437 0.6020 -6.3272  0.3375
H 0.7586 1.0837 -5.0368  0.2479
H 0.1255 -0.4229 -5.7490  0.4121
O -0.7554 -2.7943 -4.2416  -0.7486
S -0.3120 -3.6935 -3.2428  0.8801
O -0.5585 -3.4305 -1.8639  -0.0852
O -1.0185 -5.0937 -3.6146  -0.4797
C -0.6999 -6.2562 -2.8078  1.0575
C -1.8690 -7.1824 -2.6954  -1.4569
C 1.3603 -4.1913 -3.6405  0.1345
H -0.4576 -5.8713 -1.8083  -0.8975
H 0.2190 -6.6972 -3.1969  0.4567
H -1.7677 -7.7154 -1.7490  0.2898
H -1.8812 -7.9403 -3.4760  0.3925
H -2.8034 -6.6271 -2.6892  0.3181
H 1.8385 -4.6702 -2.7837  -0.1703
H 1.9333 -3.2662 -3.7558  -0.6769
H 1.3904 -4.8178 -4.5181  0.7569
O 0.7668 2.2411 -2.2363  -0.4390
S 2.0114 2.9017 -2.0696  0.7295
O 2.7336 3.3408 -3.2146  -0.6146
O 1.6696 4.1462 -1.1280  -0.1958
C 2.5568 5.3110 -1.1981  -0.2729
C 2.5400 5.9184 0.1689  -1.1997
C 3.0140 1.9744 -0.9187  -0.1066
H 2.2719 5.9665 -2.0259  0.3249
H 3.5314 4.9314 -1.5310  0.3787
H 1.5528 6.2560 0.4921  0.2765
H 3.1046 6.8543 0.2536  0.3965
H 2.9454 5.2099 0.8897  0.2718
H 3.3097 1.0703 -1.4462  -0.2616
H 2.3445 1.6656 -0.1223  0.0390
H 3.8495 2.5590 -0.5535  0.5526
O 5.8243 -1.9141 -3.0983  -0.6573
S 5.1130 -2.7599 -2.2126  1.1773
O 4.2126 -3.7762 -2.6614  -0.5345
O 6.2433 -3.4455 -1.3009  -0.4016
C 5.8792 -4.3923 -0.2837  -0.1971
C 5.3263 -5.7237 -0.7661  -0.7520
C 4.2060 -1.7555 -1.0742  -0.2281
H 5.2348 -3.9635 0.4904  0.2340
H 6.8454 -4.5786 0.1908  0.3453
H 5.1588 -6.4161 0.0629  0.3266
H 6.0233 -6.2330 -1.4351  0.3424
H 4.3731 -5.6131 -1.2742  0.0169
H 4.6241 -0.7851 -0.8265  0.5290
H 4.0464 -2.2965 -0.1443  0.2418
H 3.2110 -1.5741 -1.4878  -0.4289
O -0.2466 -7.5003 0.6113  -0.5744
S 1.1749 -7.5719 0.4936  1.2796
O 1.7712 -7.6525 -0.7990  -0.6297
O 1.8316 -6.3341 1.2154  -0.3661
C 1.1459 -5.0907 1.0380  1.5447
C 2.1576 -4.0758 0.6222  -0.3312
C 1.7530 -8.8213 1.6054  -1.1034
H 0.6231 -4.8369 1.9519  0.2715
H 0.4286 -5.2539 0.2313  -1.2791
H 2.5481 -3.7200 1.5930  0.4985
H 1.7969 -3.1273 0.2450  -0.2025
H 2.9975 -4.4476 0.0531  -0.2643
H 1.4437 -9.7977 1.2391  0.4006
H 1.2095 -8.6461 2.5298  0.3576
H 2.8259 -8.7792 1.7412  0.3239
O -5.7590 -2.4329 -0.7257  -0.7114
S -4.4286 -1.9580 -0.8825  0.9731
O -4.1481 -0.6069 -0.5357  -0.4673
O -3.4272 -2.8515 -0.0609  -0.1243
C -3.4650 -4.2911 -0.1553  -0.1998
C -2.6999 -4.7987 1.0814  -0.9985
C -3.8768 -2.1974 -2.5690  -0.7415
H -2.9989 -4.7223 -1.0480  0.0649
H -4.5102 -4.5941 -0.0663  0.5302
H -2.3613 -5.8337 1.0995  0.2910
H -3.3896 -4.6469 1.9166  0.4265
H -1.8010 -4.1982 1.2261  -0.0044
H -2.8005 -2.1179 -2.6844  -0.0448
H -4.3428 -1.3181 -3.0173  0.4657
H -4.2724 -3.1224 -2.9706  0.3669
O 1.6702 -0.5515 0.4278  -0.4004
S 0.2705 -0.6370 0.7103  0.7515
O -0.1657 -1.6672 1.5959  -0.7640
O -0.2274 0.7846 1.2294  0.2219
C -1.3585 0.7664 2.1206  -0.1574
C -1.6560 2.2207 2.5201  -0.5773
C -0.5745 -0.7058 -0.8218  2.8751
H -1.1300 0.1947 3.0207  0.3781
H -2.2196 0.3615 1.5830  0.1044
H -0.7221 2.7939 2.5205  0.1071
H -2.1101 2.3181 3.5017  0.4898
H -2.2795 2.6639 1.7445  -0.3120
H -1.6307 -0.6618 -0.5583  -0.7405
H -0.3521 -1.6113 -1.3758  -1.4433
H -0.3465 0.1919 -1.3939  -0.1666

=====

(2)
C41H53Br2ClFN7O2SiTl as an isolated structure at a distorted geometry, computed with wB97M-V/def2-TZVPD.

LUMO energy ... 1.08 eV
Net charge ... -1
Kohn-Sham gap ... 4.79 eV
E_tot ... -8298.0591 Eh
ΔE to the lowest compared entry with this formula, charge and spin ... 0.0 kJ/mol

Last column: Mulliken charge in e.
CARTESIAN COORDINATES (ANGSTROEM)
Tl -0.8247 -0.3778 0.4721  1.1040
Br -2.4062 -2.4837 3.5045  -0.1563
C -3.6253 -2.4617 1.9969  1.0962
Br -5.1039 -1.2921 2.4062  -0.2038
H -4.0369 -3.4621 1.8790  0.5039
H -3.1131 -2.1354 1.0766  -1.2450
C -3.7419 -2.0098 -3.6415  -1.3561
Si -3.8773 -2.1326 -1.7219  0.3912
C -5.4354 -3.2384 -1.4133  -1.2464
C -4.3959 -0.3896 -1.1544  -0.6614
N -2.5362 -2.6262 -0.8049  0.2615
C -1.7580 -3.6938 -1.0345  -0.3303
C -1.9389 -4.6354 -2.0745  -0.3143
C -1.0725 -5.6798 -2.2936  -1.0405
C 0.0276 -5.8819 -1.4746  -0.4997
C 0.2257 -5.0146 -0.4111  -0.5223
C -0.6443 -3.9730 -0.2102  0.5374
F -0.4139 -3.1672 0.8823  -0.2805
H -4.6880 -2.2371 -4.1282  0.4636
H -2.9952 -2.6882 -4.0457  0.3354
H -3.4572 -1.0036 -3.9379  0.3204
H -6.2986 -2.8949 -1.9769  0.3686
H -5.7182 -3.2258 -0.3634  0.2611
H -5.2530 -4.2740 -1.6880  0.3026
H -4.9645 0.1037 -1.9383  0.4846
H -3.5446 0.2439 -0.9314  -0.2873
H -5.0322 -0.4236 -0.2770  0.1972
H -2.7942 -4.5102 -2.7194  0.3175
H -1.2643 -6.3544 -3.1186  0.3816
H 0.7051 -6.7020 -1.6549  0.3766
H 1.0577 -5.1356 0.2675  0.4505
N -3.6820 3.3298 3.8962  0.0685
C -3.8614 1.9470 3.3619  -0.9649
C -2.4621 1.3548 3.1274  0.7010
N -1.6637 2.1652 2.2649  0.3086
C -1.5219 3.5107 2.7271  -0.4448
C -2.8861 4.1859 2.9677  -0.9525
H -3.1497 3.2486 4.7721  0.4012
H -4.5907 3.7581 4.0956  0.3656
H -4.4057 1.9968 2.4183  0.3317
H -4.4302 1.3539 4.0785  0.4076
H -2.5728 0.3690 2.6799  -1.0632
H -1.9479 1.2287 4.0885  0.3842
H -1.9842 2.1353 1.2802  -0.0733
H -1.0023 4.0893 1.9624  0.0698
H -0.9281 3.5235 3.6528  0.5171
H -3.3974 4.2644 2.0078  0.3938
H -2.7669 5.1785 3.4067  0.4122
Cl 3.0461 2.8698 -4.6427  -0.2855
C 1.6719 2.9298 -3.5718  0.2004
C 0.5309 3.6097 -3.9637  -0.6207
C -0.5401 3.6897 -3.0847  -0.4169
C -0.4837 3.0649 -1.8447  0.1345
C 0.6513 2.3392 -1.5030  1.5901
C 1.7416 2.2871 -2.3498  -1.2566
C -1.5625 3.1568 -0.7674  -0.2180
O -1.8157 4.2681 -0.2813  -0.7940
O -2.0599 2.0655 -0.3920  -0.7147
H 0.4784 4.0746 -4.9390  0.4572
H -1.4361 4.2185 -3.3839  0.4955
H 0.6907 1.8103 -0.5632  -0.2028
H 2.6223 1.7357 -2.0661  0.4263
N 1.3731 -0.1052 1.7576  -0.8102
C 2.2819 0.5062 2.3482  -1.5705
C 2.7565 1.8546 1.8645  0.1880
C 1.7845 2.7804 1.4995  0.2551
C 2.1224 3.9862 0.9174  -0.3176
C 3.4558 4.2862 0.6870  -0.7272
C 4.4351 3.3707 1.0319  -0.9711
C 4.0921 2.1664 1.6221  0.2910
C 2.9943 -0.0397 3.5476  0.6395
C 3.6058 0.7819 4.4901  -0.1915
C 4.2666 0.2393 5.5781  -0.8065
C 4.3393 -1.1350 5.7344  -0.3387
C 3.7188 -1.9636 4.8111  -0.7300
C 3.0413 -1.4196 3.7369  -0.4796
H 0.7524 2.5095 1.6682  0.3845
H 1.3456 4.6861 0.6369  0.3856
H 3.7278 5.2257 0.2266  0.3941
H 5.4759 3.6085 0.8513  0.3941
H 4.8692 1.4631 1.8892  0.4946
H 3.5570 1.8561 4.3700  0.4066
H 4.7438 0.8904 6.3008  0.3704
H 4.8748 -1.5581 6.5746  0.3715
H 3.7805 -3.0381 4.9293  0.3992
H 2.5324 -2.0449 3.0180  0.5923
C 4.5948 -0.8464 -1.8103  -0.6984
C 3.8246 -1.1214 -0.5255  -0.2846
N 2.4747 -0.6764 -0.7151  1.5962
C 1.7649 -0.9220 -1.8419  -0.7207
N 0.4869 -0.7835 -1.7924  0.8446
C -0.3112 -0.9251 -2.9829  -0.3025
C 0.4910 -0.6634 -4.2529  -0.4889
C 1.7595 -1.5006 -4.1989  -0.8874
N 2.4824 -1.1724 -2.9937  0.5691
C 3.8696 -1.5626 -2.9438  -0.7548
H 5.6240 -1.2022 -1.7435  0.4355
H 4.6027 0.2282 -2.0018  0.1964
H 4.2460 -0.5684 0.3176  0.1093
H 3.8753 -2.1968 -0.2831  0.2472
H 1.9136 -0.5000 0.1350  -0.9806
H -1.1419 -0.2215 -2.9032  0.0739
H -0.7440 -1.9342 -3.0056  -0.1387
H 0.7711 0.3900 -4.3052  0.0632
H -0.0943 -0.9217 -5.1340  0.4197
H 2.4138 -1.2765 -5.0519  0.5250
H 1.5068 -2.5735 -4.2392  0.2144
H 4.3217 -1.3059 -3.9104  0.4217
H 3.9750 -2.6548 -2.8102  0.2490